Here is a structure of composition C29H40Cl7CsN10O9S from OMol25. Energies are from ωB97M-V/def2-TZVPD.

Relative energy (zero: lowest compared OMol25 entry of this formula, charge and spin), eV: 0.000
LUMO, Eh: 0.1249
Calculated total energy, Ha: -5993.49162
Gap between HOMO and LUMO, eV: 6.55

ORCA input file:
```
! RIJCOSX wB97M-V def2-TZVPD def2/J DEFGRID3
* xyz -2 1
Cs -1.01 -0.43 0.71
C -1.02 -0.99 -3.23
C 0.48 -0.72 -3.35
N 0.99 0.12 -2.27
C 2.42 0.00 -2.09
C 2.81 -1.15 -1.18
C 4.00 -1.11 -0.46
C 4.30 -2.17 0.39
C 3.39 -3.21 0.50
C 2.22 -3.16 -0.25
C 1.16 -4.23 -0.15
N -0.17 -3.67 0.00
C -1.16 -4.04 -0.98
C -1.06 -3.27 -2.30
N -1.33 -1.85 -2.11
N 1.96 -2.16 -1.08
H -1.53 -0.03 -3.07
H -1.39 -1.39 -4.19
H 1.01 -1.67 -3.30
H 0.69 -0.28 -4.33
H 0.73 1.09 -2.41
H 2.96 -0.11 -3.04
H 2.80 0.92 -1.63
H 4.66 -0.25 -0.52
H 5.20 -2.15 0.99
H 3.56 -4.03 1.20
H 1.20 -4.83 -1.07
H 1.41 -4.90 0.68
H -0.47 -3.69 0.96
H -1.13 -5.12 -1.23
H -2.15 -3.86 -0.56
H -0.03 -3.37 -2.67
H -1.74 -3.72 -3.03
H -2.32 -1.74 -1.90
N 3.32 1.01 2.10
C 3.03 2.17 1.28
C 4.34 2.94 0.93
C 4.63 3.03 -0.56
C 3.48 3.61 -1.40
N 2.66 4.62 -0.76
C 1.39 4.33 -0.16
N 0.75 3.18 -0.74
N 0.55 5.48 -0.31
C 2.14 3.18 2.01
O 1.54 4.18 1.33
O 2.05 3.18 3.21
H 2.57 0.32 2.06
H 3.36 1.31 3.06
H 2.55 1.85 0.36
H 5.15 2.42 1.44
H 4.30 3.95 1.35
H 4.88 2.05 -0.96
H 5.52 3.65 -0.70
H 2.79 2.83 -1.71
H 3.89 4.02 -2.33
H 3.18 5.29 -0.21
H 0.56 2.44 -0.09
H -0.13 3.47 -1.14
H 1.07 6.33 -0.19
H -0.20 5.45 0.38
Cl -4.60 7.06 -1.28
C -3.95 5.49 -0.99
C -3.17 5.24 0.14
Cl -2.87 6.52 1.27
C -2.62 3.99 0.36
Cl -1.70 3.65 1.79
C -2.79 2.89 -0.55
O -2.24 1.78 -0.37
C -3.63 3.18 -1.68
Cl -3.94 1.87 -2.75
C -4.18 4.44 -1.88
Cl -5.16 4.72 -3.28
C -2.84 -2.76 4.46
N -3.49 -2.73 3.17
C -3.24 -3.61 2.13
C -4.02 -3.25 1.09
N -4.74 -2.15 1.52
C -4.43 -1.82 2.79
S -5.08 -0.56 3.71
H -3.27 -3.55 5.08
H -3.01 -1.80 4.94
H -1.77 -2.94 4.31
H -2.50 -4.39 2.22
H -4.14 -3.65 0.10
H -5.32 -1.59 0.92
Cl 2.47 -4.30 4.24
C 2.28 -2.57 3.78
C 1.02 -2.26 2.95
O 0.03 -3.01 3.01
O 1.16 -1.19 2.30
H 3.16 -2.28 3.22
H 2.23 -2.01 4.71
O -6.30 -2.71 -2.87
Cl -4.90 -2.70 -2.54
O -4.12 -2.26 -3.67
O -4.48 -4.03 -2.15
O -4.67 -1.81 -1.42
*
```

Here is a structure of composition C29H40MgN5O4 from OMol25. Energies are from ωB97M-V/def2-TZVPD.

Relative energy (zero: lowest compared OMol25 entry of this formula, charge and spin), eV: 1.291
LUMO (spin up / spin down), Eh: -0.1461 / -0.1146
Calculated total energy, Ha: -1903.83639
Gap between HOMO and LUMO (spin up / spin down), eV: 7.24 / 7.64

ORCA input file:
```
! RIJCOSX wB97M-V def2-TZVPD def2/J DEFGRID3
* xyz 1 1
Mg -0.50 -0.92 -0.53
C 2.39 -3.83 0.98
C 1.47 -3.25 -0.06
O 1.05 -2.08 0.05
N 1.14 -4.03 -1.09
C 0.34 -3.60 -2.23
C -1.14 -3.70 -1.96
C -1.92 -4.64 -2.63
C -3.27 -4.72 -2.36
C -3.82 -3.86 -1.42
C -2.98 -2.95 -0.81
N -1.67 -2.85 -1.07
H 2.52 -3.11 1.78
H 3.36 -4.06 0.54
H 1.97 -4.76 1.38
H 1.52 -4.97 -1.09
H 0.60 -4.23 -3.08
H 0.58 -2.57 -2.50
H -1.46 -5.29 -3.36
H -3.89 -5.44 -2.88
H -4.87 -3.88 -1.17
H -3.38 -2.26 -0.08
N -2.39 0.28 -0.74
C -3.13 0.18 -2.03
C -2.25 0.38 -3.25
C -1.18 -0.71 -3.35
O -1.26 -1.60 -4.19
O -0.25 -0.62 -2.46
H -3.06 0.24 0.02
H -1.99 1.21 -0.67
H -3.94 0.92 -2.05
H -3.59 -0.80 -2.07
H -1.75 1.35 -3.21
H -2.88 0.35 -4.14
C 3.42 0.63 -3.48
C 2.61 1.47 -2.53
C 2.52 2.85 -2.69
C 1.74 3.64 -1.83
C 1.64 5.13 -2.04
C 1.07 3.04 -0.79
C 1.12 1.63 -0.60
C 1.91 0.88 -1.50
N 0.44 0.92 0.35
C 0.31 1.36 1.76
C 0.89 2.72 2.16
C 0.80 2.92 3.68
C -0.68 2.88 4.10
C -1.27 1.53 3.72
C -0.51 0.42 4.45
C 0.97 0.46 4.05
C 1.56 1.82 4.42
C 1.10 0.27 2.54
C -1.16 1.32 2.20
H 3.99 1.24 -4.17
H 2.75 -0.02 -4.06
H 4.11 -0.01 -2.93
H 3.04 3.33 -3.51
H 2.07 5.43 -2.99
H 2.17 5.67 -1.25
H 0.60 5.46 -2.02
H 0.42 3.65 -0.18
H 1.99 -0.18 -1.36
H 0.31 3.53 1.71
H 1.92 2.81 1.82
H 1.23 3.89 3.93
H -1.22 3.69 3.60
H -0.77 3.04 5.18
H -2.33 1.50 4.00
H -0.94 -0.56 4.21
H -0.61 0.55 5.53
H 1.51 -0.34 4.55
H 2.62 1.85 4.15
H 1.50 1.98 5.50
H 0.74 -0.72 2.24
H 2.14 0.32 2.23
H -1.72 2.10 1.67
H -1.61 0.36 1.94
O -1.22 -2.71 2.36
N -1.54 -1.92 1.61
*
```

Here is a cluster of 5 separate species, C29H41Br2O8PS in total in a non-equilibrium geometry from OMol25. Energies are from ωB97M-V/def2-TZVPD.

SMILES: C/C(Br)=C(/Br)c1ccc(P(O)(O)=S)c2c1C(=O)C=CC2=O.C1CCOC1.C1CCOC1.C1CCOC1.C1CCOC1
LUMO, Eh: -0.0663
Calculated total energy, Ha: -7618.56726
Gap between HOMO and LUMO, eV: 7.03

ORCA input file:
```
! RIJCOSX wB97M-V def2-TZVPD def2/J DEFGRID3
* xyz 0 1
C -4.80 5.17 -1.86
C -6.30 4.57 -1.54
Br -7.87 5.83 -1.75
C -6.57 3.13 -1.14
Br -8.49 2.65 -0.84
C -5.28 2.13 -1.03
C -4.43 1.82 -2.41
C -3.12 0.82 -2.41
C -2.59 0.11 -1.03
P -1.03 -0.99 -1.12
O -1.41 -2.68 -1.48
O -0.13 -0.42 -2.55
S 0.21 -0.77 0.38
C -3.44 0.38 0.35
C -4.77 1.39 0.34
C -5.52 1.63 1.80
O -6.83 1.81 1.97
C -4.50 1.59 3.12
C -3.29 0.67 3.14
C -3.04 -0.33 1.81
O -2.60 -1.58 1.96
H -4.30 4.64 -2.80
H -4.03 5.02 -0.97
H -4.84 6.33 -2.13
H -4.76 2.31 -3.44
H -2.53 0.65 -3.40
H -1.05 -2.86 -2.42
H 0.00 0.57 -2.34
H -4.71 2.31 4.02
H -2.55 0.67 4.06
C -4.15 -2.86 6.95
C -3.66 -2.02 8.10
C -2.79 -1.00 7.40
O -3.35 -0.80 6.09
C -4.32 -1.83 5.85
H -5.07 -3.41 7.16
H -3.38 -3.58 6.66
H -4.51 -1.52 8.58
H -3.12 -2.59 8.86
H -1.77 -1.37 7.27
H -2.75 -0.04 7.93
H -5.31 -1.36 5.90
H -4.18 -2.25 4.85
C 4.44 -2.89 3.18
C 3.57 -2.48 4.34
C 2.95 -1.19 3.83
O 2.85 -1.32 2.41
C 3.61 -2.46 1.99
H 4.68 -3.95 3.17
H 5.38 -2.32 3.21
H 2.79 -3.23 4.50
H 4.11 -2.35 5.28
H 3.59 -0.33 4.05
H 1.96 -1.01 4.26
H 2.90 -3.24 1.70
H 4.22 -2.20 1.13
C 4.68 -1.60 -3.59
C 3.27 -1.46 -3.08
C 3.35 -2.12 -1.72
O 4.69 -1.91 -1.24
C 5.49 -1.42 -2.32
H 4.94 -0.88 -4.37
H 4.83 -2.61 -3.99
H 3.02 -0.40 -2.97
H 2.52 -1.92 -3.73
H 3.18 -3.20 -1.79
H 2.64 -1.70 -1.01
H 5.70 -0.36 -2.13
H 6.44 -1.96 -2.35
C 5.40 2.23 -7.47
C 5.14 1.30 -6.31
C 4.30 2.16 -5.39
O 3.56 3.06 -6.23
C 4.09 2.98 -7.56
H 5.66 1.71 -8.39
H 6.21 2.92 -7.22
H 4.56 0.44 -6.64
H 6.05 0.94 -5.82
H 4.93 2.77 -4.73
H 3.61 1.58 -4.78
H 3.37 2.45 -8.19
H 4.22 3.99 -7.97
*
```

Here is a structure of composition C29H41Cl54NOS3Si in a non-equilibrium geometry from OMol25. Energies are from ωB97M-V/def2-TZVPD.

LUMO, Eh: 0.0020
Calculated total energy, Ha: -27593.78182
Gap between HOMO and LUMO, eV: 7.55

ORCA input file:
```
! RIJCOSX wB97M-V def2-TZVPD def2/J DEFGRID3
* xyz 0 1
C 0.35 1.48 -1.23
C 0.77 2.23 -2.58
S 1.52 1.11 -3.84
C 0.16 0.06 -4.59
Si 0.97 -1.66 -4.96
C 0.37 -3.05 -3.81
C 0.67 -2.85 -2.26
C 1.48 -4.02 -1.58
S 3.14 -3.49 -0.91
C 3.72 -2.41 -2.30
S 4.22 -3.25 -3.66
N 3.67 -1.01 -2.21
C 4.94 -0.34 -2.55
C 5.60 0.41 -1.33
O 5.57 -0.47 -0.22
C 4.22 -0.59 0.25
C 3.16 -0.53 -0.92
H 1.11 1.75 -0.46
H 0.34 0.39 -1.44
H -0.63 1.84 -0.86
H -0.13 2.70 -3.04
H 1.46 3.06 -2.32
H -0.72 -0.01 -3.92
H -0.08 0.53 -5.56
H 0.65 -2.10 -6.34
H 2.42 -1.42 -4.94
H -0.73 -3.17 -3.94
H 0.82 -4.02 -4.13
H 1.10 -1.84 -2.09
H -0.33 -2.84 -1.76
H 0.86 -4.48 -0.78
H 1.71 -4.81 -2.33
H 5.70 -1.01 -2.99
H 4.69 0.45 -3.31
H 5.04 1.36 -1.12
H 6.63 0.72 -1.62
H 3.98 0.20 1.02
H 4.18 -1.56 0.80
H 2.19 -0.98 -0.61
H 2.95 0.56 -1.06
C -0.52 -6.66 1.87
Cl -1.14 -6.46 3.52
Cl -1.46 -5.68 0.74
Cl 1.19 -6.23 1.80
H -0.63 -7.70 1.60
C 4.11 3.93 1.13
Cl 3.17 3.38 -0.26
Cl 4.24 2.64 2.33
Cl 5.70 4.51 0.62
H 3.58 4.76 1.58
C -3.03 3.67 -5.09
Cl -4.10 3.17 -6.41
Cl -2.91 2.39 -3.87
Cl -1.43 4.09 -5.71
H -3.45 4.55 -4.62
C -2.36 3.74 1.66
Cl -1.69 5.27 2.24
Cl -2.50 3.76 -0.10
Cl -1.35 2.38 2.19
H -3.35 3.62 2.09
C -5.26 1.21 3.51
Cl -5.43 2.74 2.64
Cl -4.81 -0.09 2.41
Cl -4.07 1.37 4.81
H -6.22 0.97 3.96
C 6.42 -0.97 -6.75
Cl 6.07 0.57 -5.95
Cl 7.75 -1.81 -5.93
Cl 4.99 -1.99 -6.81
H 6.73 -0.76 -7.76
C 8.16 4.73 4.31
Cl 9.27 5.55 3.20
Cl 7.78 5.76 5.70
Cl 6.67 4.28 3.47
H 8.64 3.83 4.67
C -9.61 -0.50 3.66
Cl -8.76 0.51 4.84
Cl -8.82 -0.42 2.08
Cl -9.72 -2.17 4.23
H -10.62 -0.11 3.55
C -7.11 4.12 6.05
Cl -8.28 3.64 4.80
Cl -6.99 2.86 7.29
Cl -5.52 4.49 5.36
H -7.49 5.02 6.51
C 0.22 5.23 5.80
Cl -1.07 4.03 5.72
Cl 1.29 4.90 7.17
Cl 1.13 5.27 4.29
H -0.23 6.20 5.96
C 3.38 -5.90 -6.62
Cl 2.45 -4.51 -7.21
Cl 4.75 -5.36 -5.66
Cl 2.34 -6.98 -5.67
H 3.75 -6.45 -7.48
C -6.41 6.38 0.80
Cl -5.81 5.39 -0.54
Cl -5.92 5.69 2.35
Cl -5.84 8.05 0.65
H -7.49 6.39 0.76
C -3.28 -9.65 4.57
Cl -4.94 -9.91 4.01
Cl -2.86 -10.81 5.83
Cl -2.15 -9.76 3.22
H -3.22 -8.65 4.99
C 1.15 -8.72 -2.02
Cl 0.46 -8.55 -0.40
Cl 0.23 -7.78 -3.20
Cl 2.85 -8.22 -2.03
H 1.10 -9.76 -2.30
C 3.44 6.30 7.14
Cl 4.31 5.46 5.86
Cl 3.86 5.63 8.72
Cl 3.77 8.04 7.10
H 2.37 6.16 6.99
C -1.58 -7.52 7.52
Cl -2.16 -7.27 9.17
Cl -2.53 -6.56 6.37
Cl 0.14 -7.11 7.40
H -1.70 -8.56 7.27
C 4.40 -0.90 -10.63
Cl 4.47 -2.53 -9.94
Cl 5.75 0.11 -10.12
Cl 4.36 -0.99 -12.40
H 3.48 -0.43 -10.30
C -10.47 8.15 1.49
Cl -9.79 9.68 2.05
Cl -10.65 8.16 -0.27
Cl -9.46 6.79 2.00
H -11.46 8.03 1.93
*
```